A single C9H6F3NO4 molecule at a distorted geometry. Source: the Open Molecules 2025 dataset; level of theory: ωB97M-V/def2-TZVPD.

Its SMILES is C=CCOc1c(F)c(O)c([N+](=O)[O-])c(F)c1F. The energy above the lowest of the compared OMol25 structures with the same formula, charge and spin is 30.2 kcal/mol. The HOMO-LUMO gap comes out at 8.02 eV. The strongest force on any atom is 4.9 eV/A. As for the total charge: 0. Its multiplicity is 1. The calculation puts the total energy at -1001.640400 hartree. The calculation puts the HOMO energy at -9.27 eV.

Atoms and positions in Å:
1 C 1.14 -2.43 2.12
2 C 0.47 -2.76 0.99
3 C -1.03 -2.57 0.68
4 O -1.20 -1.71 -0.52
5 C -0.75 -0.50 -0.52
6 C -0.60 0.42 0.55
7 F -0.75 0.09 1.85
8 C -0.15 1.73 0.27
9 O 0.27 2.61 1.23
10 C 0.14 2.16 -1.03
11 N 0.70 3.40 -1.26
12 O 0.07 4.40 -0.82
13 O 1.83 3.35 -1.82
14 C -0.25 1.30 -2.04
15 F 0.12 1.54 -3.36
16 C -0.64 -0.06 -1.90
17 F -0.60 -0.98 -2.94
18 H 2.12 -2.77 2.20
19 H 0.75 -1.89 3.05
20 H 1.07 -3.19 0.22
21 H -1.55 -2.16 1.64
22 H -1.45 -3.54 0.44
23 H 0.29 3.56 0.96


A gas-phase ion, C5H15N2 (charge +1) at a distorted geometry. Source: the Open Molecules 2025 dataset; level of theory: ωB97M-V/def2-TZVPD.

Its SMILES is CCC[NH2+]CCN. The energy above the lowest of the compared OMol25 structures with the same formula, charge and spin is 30.3 kcal/mol. The HOMO-LUMO gap comes out at 11.81 eV. The strongest force on any atom is 3.6 eV/A. As for the total charge: +1. Its multiplicity is 1. The calculation puts the total energy at -308.744452 hartree. The calculation puts the HOMO energy at -14.50 eV.

Atoms and positions in Å:
1 C -0.26 1.39 -2.39
2 C -1.32 0.50 -1.72
3 C -0.65 -0.76 -1.11
4 N 0.27 -0.41 0.00
5 C 0.81 -1.36 1.08
6 C 0.33 -0.67 2.36
7 N 0.86 0.69 2.31
8 H -0.77 2.12 -2.98
9 H 0.35 1.96 -1.65
10 H 0.42 0.89 -3.11
11 H -1.91 0.23 -2.61
12 H -1.88 0.99 -0.92
13 H -0.08 -1.29 -1.92
14 H -1.41 -1.42 -0.66
15 H -0.12 0.42 0.64
16 H 1.02 0.03 -0.42
17 H 0.32 -2.29 0.98
18 H 1.89 -1.35 0.90
19 H -0.77 -0.51 2.34
20 H 0.53 -1.34 3.29
21 H 1.84 0.80 2.62
22 H 0.53 1.35 2.96


A single C8H14N2 molecule at a distorted geometry. Source: the Open Molecules 2025 dataset; level of theory: ωB97M-V/def2-TZVPD.

Its SMILES is CC(C)(C)n1cccc1N. The energy above the lowest of the compared OMol25 structures with the same formula, charge and spin is 46.1 kcal/mol. The HOMO-LUMO gap comes out at 7.68 eV. The strongest force on any atom is 4.4 eV/A. As for the total charge: 0. Its multiplicity is 1. The calculation puts the total energy at -422.671734 hartree. The calculation puts the HOMO energy at -6.90 eV.

Atoms and positions in Å:
1 C -1.66 1.49 -0.17
2 C -0.97 0.11 0.03
3 C -1.36 -0.54 1.43
4 C -1.24 -0.69 -1.28
5 N 0.48 0.34 -0.05
6 C 1.17 1.49 0.09
7 C 2.53 1.28 -0.06
8 C 2.68 -0.13 -0.06
9 C 1.41 -0.65 -0.12
10 N 1.03 -1.93 -0.24
11 H -1.42 2.03 -1.20
12 H -2.74 1.14 -0.32
13 H -1.67 2.05 0.74
14 H -1.50 -1.53 1.32
15 H -0.54 -0.37 2.17
16 H -2.12 -0.06 1.98
17 H -1.15 -1.77 -0.99
18 H -2.10 -0.61 -1.83
19 H -0.33 -0.50 -1.89
20 H 0.62 2.42 0.29
21 H 3.33 2.03 0.06
22 H 3.60 -0.69 0.06
23 H 0.33 -2.21 0.40
24 H 1.62 -2.72 -0.35


A molecular structure, C8H24ClI2LuOP2S at a distorted geometry. Source: the Open Molecules 2025 dataset; level of theory: ωB97M-V/def2-TZVPD.

The energy above the lowest of the compared OMol25 structures with the same formula, charge and spin is 0.0 kcal/mol. The HOMO-LUMO gap (alpha / beta) comes out at 4.07 / 4.54 eV. The strongest force on any atom is 2.2 eV/A. As for the total charge: +2. Its multiplicity is 1. The calculation puts the total energy at -3765.989812 hartree. The calculation puts the HOMO energy (alpha / beta) at -14.96 / -15.22 eV.

Atoms and positions in Å:
1 I -4.31 0.45 -1.13
2 I -1.16 0.41 -2.82
3 Lu -1.10 0.13 0.04
4 P -0.04 2.70 -0.56
5 C 1.27 3.34 -1.66
6 C -1.48 3.74 -0.97
7 H -1.21 4.81 -0.93
8 H 0.64 4.47 0.95
9 H -2.29 3.52 -0.27
10 H -0.26 3.14 1.80
11 H 1.02 3.09 -2.70
12 H -1.86 3.45 -1.96
13 C 0.50 3.38 1.05
14 H 1.38 4.43 -1.54
15 H 1.42 2.87 1.35
16 H 2.20 2.82 -1.43
17 P -1.44 -2.65 -0.15
18 C -0.55 -3.94 -1.06
19 C -1.23 -3.25 1.57
20 H -3.79 -2.27 0.16
21 H -3.47 -4.01 -0.24
22 H -3.44 -2.66 -1.48
23 C -3.20 -2.96 -0.45
24 H -1.69 -2.53 2.26
25 H -1.67 -4.25 1.66
26 H -0.93 -4.94 -0.81
27 H 0.52 -3.87 -0.83
28 H -0.15 -3.26 1.81
29 H -0.64 -3.75 -2.14
30 Cl -2.46 0.74 1.86
31 C 3.26 -0.19 -0.45
32 S 2.19 -1.05 0.73
33 C 3.06 -0.47 2.23
34 O 0.83 -0.26 0.61
35 H 4.22 -0.71 -0.61
36 H 3.43 0.82 -0.07
37 H 2.73 -0.18 -1.41
38 H 2.95 0.62 2.29
39 H 2.62 -0.97 3.10
40 H 4.13 -0.76 2.19


2 unconnected molecules or ions with the total composition C3H6O2P at a distorted geometry. Source: the Open Molecules 2025 dataset; level of theory: ωB97M-V/def2-TZVPD.

The energy above the lowest of the compared OMol25 structures with the same formula, charge and spin is 94.6 kcal/mol. The HOMO-LUMO gap (alpha / beta) comes out at 8.26 / 8.57 eV. The strongest force on any atom is 4.4 eV/A. As for the total charge: -1. Its multiplicity is 1. The calculation puts the total energy at -609.677450 hartree. The calculation puts the HOMO energy (alpha / beta) at -4.24 / -4.44 eV.

Atoms and positions in Å:
1 C -1.67 -1.00 -0.28
2 C -1.60 0.19 0.17
3 C 0.65 1.19 0.64
4 O 1.57 -1.46 0.39
5 O 3.10 0.42 -0.44
6 P 1.75 -0.13 -0.29
7 H -2.53 -1.58 -0.72
8 H -0.86 -1.57 -0.13
9 H -2.26 1.05 0.31
10 H 0.64 1.25 1.77
11 H 0.23 2.01 0.14
12 H 0.98 -0.36 -1.57


A single C3H3Cl2F3 molecule at a distorted geometry. Source: the Open Molecules 2025 dataset; level of theory: ωB97M-V/def2-TZVPD.

Its SMILES is CC(Cl)(Cl)C(F)(F)F. The energy above the lowest of the compared OMol25 structures with the same formula, charge and spin is 25.7 kcal/mol. The HOMO-LUMO gap comes out at 12.17 eV. The strongest force on any atom is 3.5 eV/A. As for the total charge: 0. Its multiplicity is 1. The calculation puts the total energy at -1336.079452 hartree. The calculation puts the HOMO energy at -11.50 eV.

Atoms and positions in Å:
1 C 0.51 -0.06 1.15
2 C -0.26 -0.54 -0.12
3 Cl 0.56 -1.79 -1.09
4 Cl -1.89 -0.94 0.46
5 C -0.33 0.62 -1.01
6 F -0.68 0.23 -2.30
7 F -1.22 1.55 -0.57
8 F 0.96 1.01 -1.17
9 H 0.78 -0.96 1.67
10 H 0.03 0.45 2.02
11 H 1.54 0.44 0.94